No. 1
Formula: C48H44AsBrF6N6OSn
Source: the Open Molecules 2025 dataset
Level of theory: the ωB97M-V functional and the def2-TZVPD basis

Output
total energy	-214480.30454	eV
LUMO level (alpha / beta)	-6.82 / -8.16	eV
HOMO (alpha / beta)	-0.48045 / -0.48308	hartree
frontier orbital gap (alpha / beta)	6.3 / 5.0	eV
net charge	+2
energy above the lowest of the compared OMol25 structures with the same formula, charge and spin	87.7	kcal/mol

Cartesian coordinates (Å):
Sn (-0.22, 0.75, 0.02)
Br (-0.80, -1.20, -1.99)
C (0.24, -0.50, -3.44)
C (0.33, -1.26, -4.57)
C (1.01, -0.74, -5.69)
C (1.55, 0.51, -5.64)
C (1.48, 1.30, -4.47)
C (2.08, 2.59, -4.41)
C (2.06, 3.33, -3.26)
C (1.44, 2.81, -2.09)
C (0.85, 1.60, -2.18)
C (0.81, 0.79, -3.32)
H (-0.14, -2.23, -4.63)
H (1.07, -1.33, -6.59)
H (2.06, 0.92, -6.51)
H (2.56, 2.97, -5.30)
H (2.52, 4.30, -3.23)
H (1.49, 3.37, -1.17)
C (-2.52, -1.05, 3.10)
C (-2.71, -0.42, 1.72)
O (-1.52, -0.46, 1.01)
C (-3.20, 1.04, 1.91)
F (-4.03, 1.18, 2.94)
F (-2.12, 1.84, 2.14)
F (-3.81, 1.54, 0.82)
C (-3.76, -1.21, 0.92)
F (-4.98, -1.04, 1.42)
F (-3.78, -0.85, -0.37)
F (-3.46, -2.52, 0.96)
H (-1.84, -0.44, 3.68)
H (-2.11, -2.04, 2.96)
H (-3.47, -1.13, 3.63)
C (-2.71, 4.33, -0.97)
C (-1.72, 3.40, -0.71)
N (-1.87, 2.10, -1.00)
C (-3.01, 1.69, -1.55)
C (-4.05, 2.55, -1.87)
C (-3.89, 3.89, -1.56)
C (-5.30, 2.04, -2.45)
C (-5.42, 0.97, -3.24)
C (-4.30, 0.17, -3.76)
C (-3.19, 0.75, -4.38)
C (-2.19, -0.10, -4.79)
N (-2.26, -1.42, -4.62)
C (-3.37, -1.87, -4.06)
N (-4.39, -1.15, -3.62)
H (-2.56, 5.37, -0.73)
H (-0.79, 3.70, -0.25)
H (-3.09, 0.63, -1.74)
H (-4.69, 4.59, -1.76)
H (-6.20, 2.56, -2.14)
H (-6.41, 0.62, -3.52)
H (-3.13, 1.82, -4.53)
H (-1.29, 0.28, -5.27)
H (-3.45, -2.95, -3.94)
C (-0.76, -5.68, 3.16)
C (-0.46, -5.82, 1.81)
C (0.16, -4.78, 1.13)
C (0.50, -3.63, 1.82)
C (0.19, -3.48, 3.17)
C (-0.43, -4.52, 3.84)
As (1.50, -2.24, 0.96)
C (3.05, -1.87, 2.00)
C (3.14, -1.25, 3.24)
C (4.40, -1.13, 3.82)
C (5.52, -1.62, 3.17)
C (5.42, -2.23, 1.93)
C (4.18, -2.36, 1.32)
C (3.92, -3.01, 0.02)
C (4.88, -3.59, -0.79)
C (4.51, -4.17, -2.00)
C (3.19, -4.18, -2.41)
C (2.21, -3.61, -1.61)
C (2.58, -3.04, -0.40)
H (-1.24, -6.49, 3.68)
H (-0.72, -6.73, 1.29)
H (0.39, -4.90, 0.08)
H (0.45, -2.57, 3.71)
H (-0.65, -4.43, 4.90)
H (2.27, -0.87, 3.74)
H (4.49, -0.66, 4.79)
H (6.49, -1.52, 3.64)
H (6.31, -2.61, 1.45)
H (5.92, -3.61, -0.49)
H (5.27, -4.63, -2.62)
H (2.91, -4.63, -3.35)
H (1.17, -3.61, -1.93)
C (4.51, -0.70, -2.53)
N (4.78, -0.20, -1.20)
C (6.08, -0.57, -0.66)
C (3.76, 0.22, -0.39)
N (2.52, -0.15, -0.58)
N (4.07, 1.07, 0.62)
C (5.18, 2.01, 0.54)
C (3.07, 1.40, 1.60)
H (5.36, -0.49, -3.17)
H (3.64, -0.20, -2.95)
H (4.34, -1.79, -2.54)
H (6.89, 0.03, -1.09)
H (6.28, -1.62, -0.89)
H (6.09, -0.46, 0.42)
H (2.51, -0.88, -1.28)
H (5.61, 2.00, -0.46)
H (5.96, 1.79, 1.27)
H (4.81, 3.02, 0.74)
H (2.45, 0.53, 1.81)
H (2.43, 2.23, 1.26)
H (3.56, 1.72, 2.52)


No. 2
Formula: C2H7NO4S
Source: the Open Molecules 2025 dataset
Level of theory: the ωB97M-V functional and the def2-TZVPD basis

Output
total energy	-22701.73694	eV
LUMO level	0.52	eV
HOMO	-0.36758	hartree
frontier orbital gap	10.5	eV
energy above the lowest of the compared OMol25 structures with the same formula, charge and spin	14.0	kcal/mol

Cartesian coordinates (Å):
C (2.92, 0.26, -0.40)
C (1.39, 0.24, -0.36)
N (0.77, -0.61, 0.36)
O (-1.65, -1.21, 0.17)
O (-1.95, 0.79, 1.48)
O (-3.82, -0.24, 0.41)
O (-2.09, 1.03, -0.92)
S (-2.32, 0.16, 0.28)
H (3.26, 0.12, -1.40)
H (3.22, -0.45, 0.37)
H (3.32, 1.33, -0.04)
H (0.69, 0.83, -0.91)
H (-0.53, -0.99, 0.22)
H (1.27, -1.30, 0.94)
H (-4.49, 0.03, -0.19)